A gas-phase ion, C4H6N3 (charge +1). Source: the OMol25 dataset; level of theory: ωB97M-V/def2-TZVPD.

As for the HOMO energy: -13.713 eV. Its gap between HOMO and LUMO is 9.017 eV. Its SMILES is C=C=[N+]=CNN=C. As for the charge: +1. Its energy above the lowest of the compared OMol25 structures with the same formula, charge and spin is 2.856 eV. Its spin multiplicity is 1.

Element x y z (Å)
C  -1.32  -3.15  -0.72
C  -0.52  -2.21  -0.36
N  0.15  -1.26  -0.05
C  1.09  -0.43  0.24
N  0.95  0.87  0.40
N  -0.24  1.53  0.31
C  -0.24  2.78  0.38
H  -2.36  -2.95  -0.94
H  -0.98  -4.17  -0.82
H  2.10  -0.82  0.36
H  1.80  1.42  0.59
H  0.65  3.40  0.49
H  -1.19  3.28  0.31

A molecular structure, C26H44AgAs3N2. Source: the OMol25 dataset; level of theory: ωB97M-V/def2-TZVPD.

As for the HOMO energy: -6.982 eV. Its gap between HOMO and LUMO is 7.508 eV. Its energy above the lowest of the compared OMol25 structures with the same formula, charge and spin is 0.332 eV. Its spin multiplicity is 1.

Element x y z (Å)
Ag  0.17  0.26  0.29
C  0.00  -3.78  0.26
As  0.11  -2.32  1.56
C  1.21  -3.32  2.87
C  -1.67  -2.70  2.36
C  -2.26  -1.68  3.35
C  -1.15  -1.20  4.28
C  -2.90  -0.49  2.61
As  -1.78  0.99  1.91
C  -1.52  2.14  3.48
C  -3.31  1.96  1.17
C  -3.35  -2.42  4.15
As  -4.34  -1.74  5.77
C  -4.26  0.24  5.73
C  -2.93  -1.97  7.14
H  -0.70  -3.52  -0.54
H  -0.33  -4.70  0.74
H  0.98  -3.95  -0.20
H  0.68  -4.24  3.16
H  1.42  -2.74  3.77
H  2.15  -3.60  2.41
H  -1.54  -3.66  2.87
H  -2.36  -2.87  1.53
H  -0.36  -0.75  3.69
H  -0.76  -2.04  4.85
H  -1.52  -0.45  4.97
H  -3.66  -0.03  3.25
H  -3.44  -0.88  1.73
H  -2.43  2.19  4.08
H  -1.29  3.15  3.13
H  -0.69  1.80  4.10
H  -4.06  2.15  1.94
H  -3.78  1.38  0.37
H  -3.00  2.92  0.74
H  -2.93  -3.36  4.54
H  -4.14  -2.71  3.44
H  -4.97  0.66  5.02
H  -3.26  0.61  5.51
H  -4.54  0.60  6.72
H  -2.48  -2.95  7.05
H  -3.38  -1.89  8.13
H  -2.15  -1.21  7.06
C  2.39  0.28  2.92
C  3.41  -0.31  1.95
C  4.08  0.83  1.24
C  5.20  1.41  1.82
C  5.75  2.56  1.28
C  5.15  3.14  0.18
C  4.05  2.57  -0.44
C  3.40  3.31  -1.57
C  4.18  3.21  -2.88
C  3.52  1.38  0.08
N  2.40  0.77  -0.50
C  2.46  0.36  -1.72
C  1.36  -0.10  -2.46
C  1.34  -0.52  -3.80
C  0.02  -0.82  -4.09
C  -0.70  -0.59  -2.92
N  0.09  -0.16  -1.93
H  1.94  -0.49  3.55
H  1.60  0.79  2.36
H  2.87  1.02  3.56
H  2.90  -0.97  1.24
H  4.15  -0.89  2.50
H  5.63  0.97  2.70
H  6.62  3.02  1.73
H  5.53  4.07  -0.21
H  3.34  4.37  -1.28
H  2.38  2.95  -1.72
H  5.25  3.36  -2.70
H  3.85  3.96  -3.59
H  4.05  2.23  -3.33
H  3.43  0.35  -2.25
H  2.18  -0.56  -4.46
H  -0.38  -1.16  -5.03
H  -1.76  -0.70  -2.76

A molecular structure, C11H15AlClCoNO2S2. Source: the OMol25 dataset; level of theory: ωB97M-V/def2-TZVPD.

As for the HOMO energy (spin up / spin down): -3.071 / -5.437 eV. Its gap between HOMO and LUMO (spin up / spin down) is 5.212 / 7.398 eV. Its expectation value of S² is 6.038. As for the charge: -1. Its spin multiplicity is 5.

Element x y z (Å)
Al  -0.94  1.08  -0.64
Cl  -0.40  2.50  -2.52
C  0.22  1.63  0.88
H  0.34  0.81  1.59
H  -0.23  2.47  1.40
H  1.21  1.91  0.48
Co  -2.02  3.23  -1.26
C  -1.66  5.16  -0.87
C  -3.51  2.45  -2.22
C  -3.02  3.09  0.29
H  -3.83  1.46  -1.82
H  -4.37  3.14  -2.15
H  -3.25  2.32  -3.29
H  -0.93  5.29  -0.04
H  -1.25  5.62  -1.80
H  -2.61  5.66  -0.59
H  -2.72  3.51  1.31
H  -3.76  2.25  0.53
O  0.53  -5.25  -1.33
S  0.12  -4.44  -0.20
O  -0.91  -4.94  0.66
N  -0.16  -2.85  -0.69
C  0.78  -1.98  -0.35
S  0.84  -0.39  -0.99
C  1.84  -2.55  0.49
C  3.06  -1.99  0.90
C  3.97  -2.74  1.65
C  3.65  -4.09  1.90
C  2.51  -4.70  1.38
C  1.58  -3.91  0.71
H  3.30  -0.96  0.64
H  4.92  -2.30  2.00
H  4.36  -4.71  2.47
H  2.36  -5.78  1.45

6 unconnected molecules or ions with the total composition C24H60O12. Source: the OMol25 dataset; level of theory: ωB97M-V/def2-TZVPD.

As for the HOMO energy (spin up / spin down): 0.658 / -7.182 eV. Its gap between HOMO and LUMO (spin up / spin down) is 1.623 / 9.442 eV. Its expectation value of S² is 0.750. As for the charge: -1. Its spin multiplicity is 2.

Element x y z (Å)
C  20.67  -2.61  -13.53
O  21.86  -3.30  -13.76
C  21.83  -4.27  -14.68
C  23.16  -4.82  -15.15
O  23.55  -4.35  -16.45
C  22.95  -4.97  -17.60
H  19.87  -3.34  -13.64
H  20.62  -1.83  -14.29
H  20.82  -2.23  -12.52
H  21.27  -3.89  -15.53
H  21.25  -5.09  -14.25
H  23.17  -5.91  -15.18
H  23.92  -4.55  -14.42
H  23.21  -6.02  -17.71
H  22.96  -4.57  -18.61
H  21.89  -5.13  -17.40
C  15.56  -10.65  -9.32
O  15.35  -9.26  -9.70
C  14.31  -9.13  -10.64
C  13.84  -7.69  -10.93
O  13.63  -6.94  -9.76
C  12.32  -7.02  -9.23
H  15.77  -11.28  -10.19
H  14.70  -10.99  -8.75
H  16.47  -10.61  -8.72
H  13.36  -9.63  -10.42
H  14.64  -9.59  -11.58
H  13.00  -7.63  -11.61
H  14.60  -7.07  -11.40
H  12.36  -6.56  -8.25
H  11.91  -8.03  -9.26
H  11.57  -6.42  -9.73
C  15.74  -6.60  -14.14
O  15.92  -5.44  -13.25
C  17.15  -5.36  -12.54
C  17.03  -4.19  -11.51
O  16.73  -2.95  -12.25
C  16.43  -1.78  -11.42
H  15.43  -7.45  -13.54
H  16.54  -6.72  -14.87
H  14.78  -6.47  -14.64
H  17.88  -5.21  -13.32
H  17.39  -6.30  -12.03
H  17.80  -4.10  -10.74
H  16.13  -4.31  -10.91
H  17.16  -1.54  -10.65
H  15.55  -1.96  -10.81
H  16.20  -0.94  -12.06
C  13.28  -9.92  -20.11
O  12.46  -10.04  -18.90
C  12.84  -9.29  -17.71
C  14.17  -9.86  -17.13
O  15.31  -9.38  -17.84
C  16.50  -9.62  -17.19
H  14.34  -9.89  -19.86
H  12.98  -9.11  -20.77
H  13.12  -10.86  -20.64
H  12.03  -9.37  -16.98
H  12.89  -8.26  -18.05
H  14.17  -10.92  -17.38
H  14.26  -9.98  -16.05
H  16.74  -10.63  -16.86
H  16.60  -8.93  -16.35
H  17.34  -9.46  -17.87
C  9.84  0.98  -14.43
O  11.16  0.80  -14.06
C  11.36  0.62  -12.64
C  12.87  0.70  -12.30
O  13.64  -0.41  -12.28
C  13.63  -1.15  -13.45
H  9.15  0.48  -13.75
H  9.73  0.45  -15.38
H  9.53  2.02  -14.49
H  10.84  -0.30  -12.38
H  10.74  1.35  -12.12
H  12.86  1.20  -11.34
H  13.29  1.42  -13.01
H  13.71  -0.40  -14.24
H  12.66  -1.65  -13.55
H  14.47  -1.84  -13.46
C  17.16  -6.69  -8.31
O  18.13  -6.72  -7.32
C  18.98  -7.87  -7.23
C  18.26  -9.13  -6.59
O  17.75  -8.75  -5.30
C  16.38  -9.06  -5.08
H  17.64  -6.77  -9.28
H  16.74  -5.69  -8.23
H  16.40  -7.44  -8.13
H  19.82  -7.69  -6.56
H  19.42  -8.12  -8.20
H  19.02  -9.89  -6.41
H  17.61  -9.66  -7.29
H  16.11  -8.45  -4.22
H  16.23  -10.13  -4.92
H  15.72  -8.66  -5.85

The max |F| results, record by record, are as follows: 1.31 0.76 3.36 3.94 eV/A.